(1)
Formula: C15H26MnN5O4S
Source: OMol25
Level of theory: wB97M-V/def2-TZVPD

Structure (XYZ):
```
52
Properties=species:S:1:pos:R:3:nbo_charge:R:1
Mn -0.2808 -0.8184 0.2443 1.519
C 3.5178 0.1823 -2.1722 -0.447
N 2.7273 -0.9367 -2.6579 -0.309
C 3.2112 -1.5284 -3.8905 -0.445
C 1.6379 -1.3250 -2.0021 0.680
N 1.3349 -0.8715 -0.7854 -0.721
N 0.7886 -2.2385 -2.6033 -0.583
C -0.4025 -2.7140 -2.0992 0.688
N -1.0684 -3.5822 -2.8507 -0.719
N -0.8307 -2.3301 -0.9144 -0.770
H 4.1241 0.5623 -2.9932 0.273
H 4.1970 -0.1197 -1.3699 0.243
H 2.8784 0.9983 -1.8334 0.226
H 4.3004 -1.4561 -3.9111 0.271
H 2.8381 -0.9846 -4.7625 0.251
H 2.9714 -2.5860 -3.9813 0.225
H 2.0384 -0.2147 -0.4332 0.437
H 1.0087 -2.4915 -3.5627 0.452
H -0.7528 -3.9037 -3.7549 0.446
H -1.9566 -3.9576 -2.5429 0.447
H -1.7185 -2.7752 -0.6707 0.425
C -0.0131 -3.2173 3.7026 -0.432
C 0.9264 -3.9859 2.7764 -0.428
C 1.4256 -2.8664 1.8774 -0.067
O 0.2584 -2.0350 1.6552 -0.533
C -0.6847 -2.2483 2.7356 -0.085
H 0.5481 -2.6721 4.4624 0.241
H -0.7256 -3.8719 4.1972 0.273
H 0.3679 -4.7180 2.1931 0.223
H 1.7302 -4.4881 3.3066 0.277
H 1.8031 -3.1926 0.9043 0.208
H 2.1856 -2.2623 2.3908 0.219
H -1.6043 -2.6695 2.3073 0.204
H -0.9231 -1.2787 3.1825 0.231
C -2.4778 6.9614 0.7565 -0.672
C -2.3268 5.5006 0.7724 0.130
C -2.1704 4.7724 -0.4261 -0.209
C -1.9266 3.4137 -0.3963 -0.101
C -1.8564 2.7589 0.8286 -0.404
C -2.0768 3.4276 2.0291 -0.137
C -2.3148 4.7902 1.9953 -0.190
S -1.3389 1.0624 0.7572 2.281
O 0.0557 0.8480 1.2478 -0.806
O -2.1404 0.0214 1.3781 -0.821
O -1.1527 0.6035 -0.6812 -0.772
H -2.3924 7.3796 -0.2446 0.246
H -1.7591 7.4511 1.4266 0.266
H -3.4404 7.2536 1.1962 0.272
H -2.2196 5.2851 -1.3757 0.252
H -1.7840 2.8484 -1.3052 0.234
H -2.0632 2.9005 2.9715 0.251
H -2.4739 5.3187 2.9254 0.259
```

The value obtained for the LUMO energy (alpha / beta) is -0.4917 / -0.4474 Eh. Its strongest force on any atom is 5.50 eV/Å. The HOMO-LUMO gap (alpha / beta) is 0.1432 / 0.1913 Eh. The net charge is +3. Its multiplicity is 4. The calculation puts the HOMO energy (alpha / beta) at -17.275 / -17.378 eV. Its expectation value of S² is 3.89.



(2)
Formula: C8H9NO5PS
Source: OMol25
Level of theory: wB97M-V/def2-TZVPD

Structure (XYZ):
```
25
Properties=species:S:1:pos:R:3:nbo_charge:R:1
C 0.2873 -3.5594 -0.3795 -0.348
C -0.0672 -3.1723 -1.6439 -0.410
S 0.7922 -1.7137 -2.2652 0.554
O 0.1456 -0.2710 -1.4364 -0.734
P 2.8060 -2.0761 -1.5750 1.158
N 3.2808 -3.5114 -2.0628 -1.277
H 0.5130 -4.5903 -0.1027 0.223
H 0.4002 -2.7564 0.3587 0.227
H -0.8064 -3.6988 -2.2492 0.242
H -0.7730 -0.1121 -1.7306 0.536
H 3.6268 -1.0970 -2.1765 -0.014
H 2.8956 -1.9106 -0.1682 -0.020
H 2.5292 -3.9829 -2.5596 0.378
C -1.1742 1.3223 1.3699 -0.492
C -0.8018 2.0198 0.2695 0.345
C -0.8973 3.5517 0.3964 0.443
O -0.5207 4.3082 -0.4998 -0.643
C -1.4568 4.0907 1.6119 -0.551
C -1.8557 3.3925 2.7413 0.384
C -1.6547 1.8697 2.6414 0.468
O -1.8784 1.0974 3.5613 -0.594
O -2.3389 3.8550 3.7937 -0.676
O -0.3767 1.5395 -0.8478 -0.581
H -1.1205 0.2350 1.3553 0.178
H -1.5544 5.1702 1.5980 0.202
```

The value obtained for the LUMO energy is 0.0021 Eh. Its strongest force on any atom is 2.54 eV/Å. As for the relative energy (zero: lowest compared OMol25 entry of this formula, charge and spin): 0.0 kcal per mole. The HOMO-LUMO gap is 0.1140 Eh. The net charge is -1. The calculation puts the HOMO energy at -3.046 eV.



(3)
Formula: C3H3Cl2F
Source: OMol25
Level of theory: wB97M-V/def2-TZVPD

Structure (XYZ):
```
9
Properties=species:S:1:pos:R:3:nbo_charge:R:1
C -0.7042 1.3632 0.6739 -0.127
C 0.1858 0.7981 0.1046 -0.087
C 1.2113 0.0078 -0.5042 -0.258
Cl 0.9628 -1.7199 -0.0344 -0.027
Cl 2.8400 0.5425 0.0278 0.006
H -1.4939 1.8788 1.1323 0.243
H 1.1890 0.0430 -1.5956 0.255
F -2.5538 -1.3634 0.0652 -0.569
H -1.6371 -1.5502 0.1304 0.563
```

As for the structure (SMILES): C#CC(Cl)Cl.F. The value obtained for the LUMO energy is 0.0192 Eh. Its strongest force on any atom is 0.90 eV/Å. As for the relative energy (zero: lowest compared OMol25 entry of this formula, charge and spin): 31.1 kcal per mole. The HOMO-LUMO gap is 0.4229 Eh. The net charge is 0. The calculation puts the HOMO energy at -10.985 eV.



(4)
Formula: C5H12N2O
Source: OMol25
Level of theory: wB97M-V/def2-TZVPD

Structure (XYZ):
```
20
Properties=species:S:1:pos:R:3:nbo_charge:R:1
C 1.5037 -1.7447 0.9607 -0.406
C 0.6926 -0.7261 1.0719 -0.283
C -1.8269 -0.8520 0.5584 -0.716
C 0.9905 2.1104 -0.2975 -0.397
C 0.1125 -0.1958 -0.1046 0.512
N -0.9701 1.4881 -1.3782 -0.651
N -0.1619 1.2114 -0.3307 -0.331
O 0.3700 -0.7747 -1.2590 -0.701
H 1.9165 -2.3394 1.8529 0.207
H 1.7920 -2.2343 0.0222 0.203
H 0.3626 -0.2305 1.9813 0.238
H -2.1860 -0.1848 1.3453 0.204
H -1.4019 -1.9068 0.8710 0.185
H -2.5478 -1.0564 -0.1904 0.186
H 0.6951 3.0548 -0.5435 0.216
H 1.4993 2.0675 0.7649 0.185
H 1.7892 1.6573 -0.9142 0.171
H -0.7128 0.9520 -2.2671 0.337
H -1.8957 1.3185 -1.1005 0.355
H -0.0208 -1.6145 -1.0432 0.487
```

The value obtained for the LUMO energy is 0.0265 Eh. Its strongest force on any atom is 6.24 eV/Å. As for the relative energy (zero: lowest compared OMol25 entry of this formula, charge and spin): 141.1 kcal per mole. The HOMO-LUMO gap is 0.3190 Eh. The net charge is 0. The calculation puts the HOMO energy at -7.960 eV.



Please write out number 3 again, unchanged.
Formula: C3H3Cl2F
Source: OMol25
Level of theory: wB97M-V/def2-TZVPD

Structure (XYZ):
```
9
Properties=species:S:1:pos:R:3:nbo_charge:R:1
C -0.7042 1.3632 0.6739 -0.127
C 0.1858 0.7981 0.1046 -0.087
C 1.2113 0.0078 -0.5042 -0.258
Cl 0.9628 -1.7199 -0.0344 -0.027
Cl 2.8400 0.5425 0.0278 0.006
H -1.4939 1.8788 1.1323 0.243
H 1.1890 0.0430 -1.5956 0.255
F -2.5538 -1.3634 0.0652 -0.569
H -1.6371 -1.5502 0.1304 0.563
```

As for the structure (SMILES): C#CC(Cl)Cl.F. The value obtained for the LUMO energy is 0.0192 Eh. Its strongest force on any atom is 0.90 eV/Å. As for the relative energy (zero: lowest compared OMol25 entry of this formula, charge and spin): 31.1 kcal per mole. The HOMO-LUMO gap is 0.4229 Eh. The net charge is 0. The calculation puts the HOMO energy at -10.985 eV.